Entry 1:
A structure of composition C29H36LaN8, computed with the ωB97M-V functional and the def2-TZVPD basis.

Last column: Mulliken charge in e.
CARTESIAN COORDINATES (ANGSTROEM)
La1 0.38522 0.29731 0.41557  -0.5038
N1 1.82195 1.13987 -2.75554  -0.1519
N2 -0.55349 -0.67715 -2.94587  0.5270
C1 -1.11864 0.80720 2.63904  0.8390
C2 -1.63504 1.48228 1.47781  -0.0393
C3 -0.79572 2.61561 1.22214  0.0134
C4 -0.89246 3.55392 0.07904  -1.0062
H1 -1.83262 3.40654 -0.46564  0.2740
H2 -0.05805 3.43316 -0.63229  -0.2543
H3 -0.84226 4.59434 0.43633  0.3840
C5 0.22052 2.63796 2.21510  1.1935
C6 1.26953 3.67695 2.34035  -1.3497
H4 0.84784 4.64976 2.63104  0.3124
H5 1.79115 3.83344 1.38818  0.0586
H6 2.01294 3.40108 3.09160  0.3838
C7 0.02147 1.53696 3.08984  0.5464
C8 0.85609 1.22528 4.27702  -1.7913
H7 1.88382 0.97662 3.97378  0.2559
H8 0.46397 0.36575 4.82976  0.3297
H9 0.93368 2.07831 4.97000  0.3583
C9 -2.71559 1.01781 0.57287  -0.7698
H10 -3.25622 1.88615 0.15522  0.4054
H11 -3.41710 0.36980 1.11844  0.3546
H12 -2.33685 0.44041 -0.31528  -0.0622
C10 -1.64091 -0.46984 3.19383  -1.2824
H13 -1.32346 -1.35599 2.61671  0.1468
H14 -2.73968 -0.48510 3.19014  0.3056
H15 -1.27984 -0.62740 4.21767  0.4401
C11 3.00862 1.81947 -2.80179  0.7639
H16 2.95930 2.86258 -2.42968  -0.0179
C12 3.89246 1.43134 -3.85089  -1.1133
H17 4.93055 1.70770 -3.74934  0.3138
C13 3.31817 0.81867 -4.95301  -0.0774
H18 3.90822 0.53143 -5.82758  0.3443
C14 1.93593 0.63151 -5.03851  -0.9803
H19 1.44462 0.32786 -5.96836  0.3560
C15 1.11384 0.75422 -3.89395  1.0520
C16 -0.22511 0.36506 -3.78782  -1.8487
H20 -1.01545 0.86079 -4.33945  0.2464
C17 -0.75930 -0.63937 -1.56317  -0.1802
C18 -0.66176 -1.99885 -3.41372  -0.6284
H21 -0.58917 -2.21143 -4.46589  0.4546
C19 -0.70227 -2.79739 -2.36144  -0.7499
H22 -0.77856 -3.86146 -2.28577  0.5056
N3 -0.72207 -1.97242 -1.22545  1.0156
C20 -1.16086 -2.52322 0.02163  -0.6393
C21 -2.54237 -2.69706 0.24286  1.0521
C22 -2.95769 -3.39242 1.37973  -1.2403
H23 -4.02880 -3.45066 1.58841  0.2844
C23 -2.05343 -4.07647 2.19684  1.0546
C24 -2.52466 -4.92964 3.33406  -1.5751
H24 -2.23127 -4.52535 4.30928  0.3151
H25 -2.09868 -5.93632 3.26484  0.3462
H26 -3.61319 -5.01051 3.32802  0.3774
C25 -0.68902 -3.94957 1.92354  -1.3362
H27 0.04629 -4.46146 2.55612  0.2402
C26 -0.22926 -3.23534 0.81031  1.5121
C27 1.23357 -3.27881 0.44745  -1.0586
H28 1.39591 -3.62598 -0.58679  0.2313
H29 1.71462 -4.01771 1.10577  0.4537
H30 1.78213 -2.31816 0.58812  0.0597
C28 -3.56614 -2.17803 -0.71416  -1.4731
H31 -3.28962 -2.33805 -1.75632  0.2598
H32 -3.78565 -1.11641 -0.56685  0.0943
H33 -4.48697 -2.73638 -0.54263  0.5363
N4 4.19018 1.94327 -0.09899  -0.4377
N5 3.52040 1.26604 -1.04102  -0.6004
N6 2.22728 4.16061 -0.91646  -0.5756
C29 1.93351 5.05406 -1.61176  0.1067
N7 1.29609 1.09645 -1.50378  0.7806
N8 2.23035 1.16187 -0.59152  0.1464
H34 3.65838 2.73529 0.30025  0.1519
H35 5.18513 2.04498 -0.22309  0.2058
H36 1.71549 5.89425 -2.31491  0.3540

Atomic forces in eV per Å
-0.3810 -0.5210 2.6025
-0.9649 -0.7755 -0.8146
-1.5741 -1.4110 2.4428
-0.0774 1.2080 -0.4637
0.5021 0.9474 1.1674
-0.0742 -0.9152 0.8798
0.0570 0.5058 -0.4629
0.1987 0.1414 0.0129
-0.4511 -0.0532 0.1957
-0.1249 -0.0989 -0.1229
-0.6925 -0.7465 -0.1539
0.4155 0.4285 -0.1058
0.0344 -0.0753 0.0234
-0.0587 -0.0192 0.2335
-0.0044 0.0276 -0.0373
-0.6402 -0.0594 -0.7628
0.6412 -0.0595 0.3684
-0.2062 -0.0081 0.1991
0.0993 0.1389 -0.0366
-0.1213 -0.1559 -0.0762
-0.5480 -0.2787 -0.6029
0.0052 -0.4159 0.1675
-0.0060 0.1910 -0.1693
-0.3892 0.4970 0.7412
-0.1591 -0.4055 0.0990
-0.0144 0.1182 0.1237
0.1507 -0.0145 0.1196
-0.1938 -0.0104 -0.1762
1.7976 1.4588 2.1266
0.2011 -0.4090 -0.7170
-0.2665 -0.4630 -0.9665
0.1591 -0.0774 -0.2797
0.8452 0.8868 0.2626
0.0659 0.1235 0.3363
-1.4114 0.1388 -0.0474
0.3075 -0.0815 0.4568
1.8872 -0.2824 -0.2126
-1.1768 1.6417 -1.1801
0.1214 -0.3283 -0.2503
0.6129 -1.6102 -2.8116
0.9058 1.2236 -0.3423
0.0372 0.0829 0.0280
-0.3595 -0.5286 0.9058
0.0188 -0.2879 0.1186
-0.8541 -0.3359 -0.4207
-0.1785 -1.4004 0.1494
0.5363 0.4841 0.4676
0.1377 -0.3152 -0.1022
0.2639 -0.1282 -0.0927
0.2612 0.6811 -0.1702
-0.1127 -0.1022 0.2826
0.0273 0.0380 -0.1561
-0.0869 0.1127 -0.0063
0.0569 -0.0617 0.0098
-0.0031 -0.0969 -0.2778
-0.3224 0.1400 -0.2970
-0.0964 0.4118 0.0831
0.3494 -0.4888 0.0267
-0.1611 0.2633 0.2584
0.0244 0.3236 -0.1580
-0.3555 -0.2705 -0.0032
-0.4670 0.0164 -0.0101
0.1857 0.1074 0.0100
0.1219 -0.1465 -0.0830
-0.1119 0.0989 -0.0483
0.5421 1.7851 1.9981
-1.7149 -1.7531 -2.5375
-0.8297 2.7659 -1.6267
0.5325 -0.8004 0.6460
-0.4008 0.3890 -1.9439
2.6659 0.2422 0.8491
0.8776 -0.2736 -0.5131
-0.2890 -0.0277 -0.2180
0.2327 -1.3265 1.0657

Net charge: -1
Multiplicity: 1
HOMO-LUMO gap (alpha / beta) in eV: 4.56 / 2.95
Energy relative to the best compared isomer or geometry (same formula, charge and spin) in kJ/mol: 60.1

Entry 2:
A structure of composition C29H36N4OPPd, computed with the ωB97M-V functional and the def2-TZVPD basis.

Last column: Löwdin spin population.
CARTESIAN COORDINATES (ANGSTROEM)
Pd1 -0.01991 0.25717 -0.00496  1.2793
C1 -2.48123 -1.47107 -0.83073  0.0081
N1 -1.37314 -1.54986 0.13612  0.1755
C2 -0.49548 -2.69826 -0.18443  0.0145
C3 -1.79355 -1.54689 1.52880  0.0449
C4 -3.03881 -1.99196 1.93025  0.0015
C5 -3.38886 -1.94046 3.27648  0.0507
C6 -2.49855 -1.43973 4.21335  -0.0008
C7 -1.23828 -1.01133 3.82041  0.0478
C8 -0.86949 -1.08359 2.47980  0.0248
N2 0.33487 -0.62307 1.92911  0.4816
C9 1.56959 -0.80969 2.41848  0.0568
C10 1.86766 -1.40171 3.67849  0.1215
C11 3.16771 -1.51895 4.09997  -0.0034
C12 4.21612 -1.09555 3.27985  0.1739
C13 3.95362 -0.59137 2.00684  -0.0079
C14 2.65968 -0.45579 1.56170  0.1242
N3 2.36988 -0.03503 0.21046  0.0606
C15 2.69146 1.39833 0.01686  0.0240
C16 3.08927 -0.84840 -0.79008  0.0067
H1 -3.04916 -2.40376 -0.86002  0.0045
H2 -2.06538 -1.29171 -1.81918  0.0024
H3 -3.14585 -0.65090 -0.56488  0.0005
H4 -1.07356 -3.62567 -0.17032  0.0067
H5 0.30683 -2.76774 0.54562  0.0010
H6 -0.07261 -2.54872 -1.17756  0.0017
H7 -3.74499 -2.38205 1.21080  -0.0005
H8 -4.36734 -2.28209 3.58537  0.0027
H9 -2.78586 -1.37278 5.25371  -0.0006
H10 -0.57240 -0.56252 4.54377  0.0013
H11 1.07143 -1.78142 4.29806  0.0058
H12 3.38290 -1.95550 5.06542  -0.0027
H13 5.23931 -1.19137 3.61666  0.0084
H14 4.77934 -0.32654 1.35939  -0.0026
H15 3.76900 1.58423 0.07610  0.0035
H16 2.20326 1.99321 0.79014  0.0036
H17 2.34834 1.71256 -0.97028  0.0047
H18 4.15773 -0.61733 -0.79938  0.0012
H19 2.67769 -0.64002 -1.77435  0.0017
H20 2.95668 -1.90440 -0.56150  0.0002
O1 0.44377 0.01713 -2.25941  0.5707
N4 -0.36578 -0.10764 -3.26563  0.4663
C17 0.20669 -0.82098 -4.38648  0.2268
C18 0.16346 -0.26812 -5.60757  0.0461
C19 -0.52811 0.95698 -5.83893  0.3867
C20 -1.23489 1.55972 -4.76747  0.0424
C21 -1.22347 1.02510 -3.53321  0.2479
H21 0.67975 -1.75489 -4.12681  0.0129
H22 0.63824 -0.78695 -6.42947  -0.0025
H23 -0.56882 1.38143 -6.82991  0.0186
H24 -1.83332 2.44512 -4.93895  -0.0028
H25 -1.76668 1.38770 -2.67743  0.0155
C22 -0.55483 3.11744 1.50461  0.0313
P1 -1.59458 1.93600 0.59065  0.1214
C23 -2.87928 1.53770 1.79643  0.0153
C24 -2.37974 2.91536 -0.69731  0.0212
C25 -3.75591 2.85658 -0.91105  0.0119
C26 -4.34469 3.66266 -1.87589  0.0008
C27 -3.56509 4.52949 -2.62668  0.0137
C28 -2.18958 4.58184 -2.42944  -0.0006
C29 -1.59690 3.77416 -1.47373  0.0133
H26 0.19456 3.56860 0.85617  0.0012
H27 -0.05115 2.59811 2.32130  0.0004
H28 -1.18042 3.91198 1.91540  0.0069
H29 -3.46870 2.43575 1.98772  0.0040
H30 -2.39938 1.21710 2.71978  0.0000
H31 -3.53613 0.73887 1.45792  0.0011
H32 -4.37918 2.18758 -0.33089  0.0006
H33 -5.41420 3.62060 -2.03096  -0.0002
H34 -4.02900 5.17072 -3.36414  0.0007
H35 -1.58176 5.26017 -3.01352  -0.0003
H36 -0.52183 3.81644 -1.33917  0.0010

Atomic forces in eV per Å
0.2376 -0.4398 0.0585
-0.0003 -0.0376 0.0721
-0.0641 0.2413 0.0007
-0.0626 -0.0057 -0.0003
-0.0912 -0.1842 -0.1211
0.0561 -0.0367 0.0447
-0.0154 0.0029 -0.0052
0.0164 0.0074 -0.0200
-0.0557 0.0071 0.0571
0.2395 0.0888 -0.1199
-0.2391 0.1046 0.2340
0.0141 -0.1233 -0.0386
0.0138 -0.0069 -0.0350
0.0190 0.0090 -0.0002
-0.0043 0.0057 -0.0071
0.0054 0.0255 0.0227
0.0494 -0.0308 -0.0153
-0.1347 0.3652 -0.1147
0.1265 -0.0095 0.0314
-0.0309 -0.0540 0.0270
-0.0107 0.0064 -0.0144
0.0044 -0.0167 -0.0152
-0.0012 0.0053 -0.0123
0.0135 -0.0091 0.0034
0.0066 0.0007 0.0015
-0.0023 -0.0205 -0.0081
-0.0142 0.0125 0.0086
0.0086 -0.0056 0.0049
0.0020 0.0059 -0.0038
0.0035 -0.0113 0.0027
-0.0084 0.0060 -0.0003
-0.0053 -0.0093 -0.0040
-0.0033 -0.0022 0.0018
0.0018 0.0051 0.0092
-0.0007 -0.0112 0.0116
-0.0143 0.0026 -0.0157
-0.0066 -0.0151 -0.0053
0.0060 -0.0290 0.0127
0.0075 0.0262 0.0058
-0.0100 -0.0019 -0.0151
-0.2165 -0.0001 0.0662
0.1238 0.0118 -0.2538
-0.0421 0.1263 0.1368
-0.0251 0.0521 -0.1045
0.0067 -0.0733 0.0384
-0.0368 0.0414 -0.0740
0.1360 -0.2011 0.0846
-0.0127 -0.0069 0.0028
-0.0185 0.0034 -0.0038
0.0361 0.0212 0.0121
-0.0056 -0.0192 -0.0051
-0.0594 0.0303 0.0369
-0.0586 0.0762 0.0306
0.3191 0.0856 0.0594
-0.1336 -0.0069 -0.0643
-0.0459 0.0926 0.0021
-0.0082 -0.0531 -0.0704
0.0045 -0.0445 0.0027
0.0232 0.0155 -0.0184
-0.0165 -0.0172 0.0041
0.0007 -0.0191 -0.0165
0.0055 -0.0202 -0.0040
-0.0030 -0.0025 0.0026
0.0187 0.0052 0.0013
0.0027 -0.0101 0.0323
-0.0139 -0.0220 0.0113
-0.0136 0.0206 -0.0052
-0.0082 0.0393 0.0365
-0.0005 0.0000 0.0004
0.0001 -0.0039 -0.0036
-0.0029 -0.0071 0.0007
-0.0123 0.0176 0.0229

Net charge: +2
Multiplicity: 6
HOMO-LUMO gap (alpha / beta) in eV: 7.78 / 6.58

Number 1: F_max 3.53 eV/A. Number 2: F_max 0.50 eV/A.